(1)
Density functional theory data (ωB97M-V/def2-TZVPD) for the molecule CH2S2.

XYZ file:
```
5
Properties=species:S:1:pos:R:3:mulliken_charge:R:1
C 0.35017 -0.27599 -0.14097 -0.500
S -1.23800 -0.81301 0.42611 -0.059
S -0.95906 1.38287 0.41302 -0.143
H 1.17199 -0.23754 0.44576 0.363
H 0.67490 -0.05632 -1.14392 0.340
```

Results
* HOMO-LUMO gap: 0.3070 hartree
* LUMO: -0.300 eV
* E_HOMO: -8.65 eV
* energy relative to the best compared isomer or geometry (same formula, charge and spin): 25.69 kcal/mol
* 2S+1: 1

(2)
Density functional theory data (ωB97M-V/def2-TZVPD) for a structure of composition C15H13Cl2N5V.

XYZ file:
```
36
Properties=species:S:1:pos:R:3:lowdin_spin:R:1
V 0.91993 0.18000 -1.02717 2.150
N -1.97260 1.11821 -4.00102 0.003
C -0.93557 0.73568 -3.39305 0.002
N -0.92668 0.28919 -2.10665 -0.021
C -2.01760 0.50769 -1.38409 -0.006
N -1.99605 0.57844 -0.02946 -0.010
N -0.79840 -0.01433 0.35156 -0.038
C -0.61781 -0.19562 1.56904 0.018
C 0.79144 -0.57579 2.04673 -0.001
C 1.02450 -0.98317 3.45048 0.004
C 2.35783 -0.96371 3.92760 0.003
C 3.26501 -0.77595 2.96079 0.001
C 3.00519 -0.68044 1.60731 0.002
N 1.77861 -0.66141 1.09408 -0.016
C -3.27492 0.77426 -2.00702 -0.002
C -4.48966 0.65053 -1.36392 0.000
C -5.66250 0.90936 -2.04867 0.000
C -5.68693 1.26725 -3.43433 -0.001
C -4.47958 1.38056 -4.02111 0.001
C -3.29171 1.06399 -3.32020 -0.002
H -1.76053 1.29443 -5.04821 0.000
H -0.05616 0.50032 -4.06196 0.000
H -1.45138 -0.02879 2.30526 -0.002
H 0.16020 -1.07417 4.12735 0.000
H 2.58546 -1.04514 5.03551 0.000
H 4.33263 -0.81829 3.17989 0.000
H 3.87359 -0.61051 0.91290 0.000
H -4.65106 0.46172 -0.27939 0.000
H -6.65067 1.13556 -1.61156 0.000
H -6.72012 1.51815 -3.70432 0.000
H -4.38710 1.76931 -5.35064 0.000
Cl 2.42618 1.16721 -3.00358 -0.083
C 8.66067 -2.16640 4.82431 0.731
Cl 9.51801 -2.23409 3.35331 0.196
H 7.70846 -1.89521 4.78636 0.055
H 9.41932 -2.57885 5.66390 0.018
```

Results
* HOMO-LUMO gap (spin up / spin down): 0.0530 / 0.1912 hartree
* LUMO (spin up / spin down): -9.903 / -8.806 eV
* E_HOMO (spin up / spin down): -11.34 / -14.01 eV
* charge: +2
* 2S+1: 4

(3)
Density functional theory data (ωB97M-V/def2-TZVPD) for a structure of composition C6H14BrFIInMgN.

XYZ file:
```
26
Properties=species:S:1:pos:R:3:mulliken_charge:R:1
C 0.97961 1.69371 2.05929 -0.760
C 0.24577 0.82191 3.06286 -0.614
C -0.34450 -0.42272 2.37454 -0.372
N 0.67172 -1.28745 1.75425 -0.579
In -0.26716 -2.17970 0.03846 1.361
F -1.89499 -3.05383 0.78001 -0.693
Br 1.40106 -3.84990 -0.96853 -0.450
C -0.93042 -0.68889 -1.45144 -1.329
C 0.14274 -0.31428 -2.41847 0.138
C -0.44958 0.59025 -3.50299 -1.290
I 1.71809 0.85620 -1.47007 0.149
H 1.55287 2.44504 2.59294 0.345
H 1.69655 1.07938 1.52836 0.068
H 0.25090 2.16313 1.40270 0.255
H 0.92909 0.49960 3.84302 0.346
H -0.56427 1.36820 3.53828 0.324
H -0.99655 -0.98652 3.03954 0.359
H -0.98111 -0.05441 1.56082 0.094
H 0.84394 -2.01350 2.44675 0.323
H -1.36464 0.16612 -0.93859 0.416
H -1.74844 -1.13311 -2.01690 0.512
H 0.63846 -1.16512 -2.87197 0.480
H -1.14122 0.07439 -4.15807 0.486
H 0.35847 1.11846 -4.06080 0.241
H -1.05299 1.33121 -2.92510 0.262
Mg 0.30659 2.94182 -3.23891 0.927
```

Results
* HOMO-LUMO gap: 0.0857 hartree
* LUMO: -8.429 eV
* E_HOMO: -10.76 eV
* charge: +1
* 2S+1: 1

(4)
Density functional theory data (ωB97M-V/def2-TZVPD) for a cluster of 2 separate species, C5H14N3 in total.

XYZ file:
```
22
Properties=species:S:1:pos:R:3:mulliken_charge:R:1
C 2.20875 0.12407 0.23176 0.274
C -1.35297 -0.84223 -1.34179 -1.487
C -2.26193 -0.37949 1.09515 -1.253
C -0.46757 1.63821 -0.28506 -1.032
C -0.98535 -0.61418 0.16994 0.632
N 3.00917 0.30121 -0.74740 -0.327
N -0.38580 0.49462 0.54801 -0.107
N 2.55190 -0.43520 1.31874 -0.341
H -2.27053 -0.33317 -1.78125 0.321
H -0.37241 -0.67682 -1.80918 0.406
H -1.61657 -1.87374 -1.46467 0.437
H -2.99794 -1.22781 0.81877 0.333
H -2.79803 0.56559 1.12924 0.332
H -1.99851 -0.45845 2.19030 0.371
H -0.42165 1.49945 -1.31384 0.424
H -1.50490 2.08504 -0.18526 0.318
H 0.21812 2.36481 -0.02824 0.414
H -0.57579 -1.49840 0.52663 0.356
H 2.71984 0.63032 -1.68855 0.252
H 4.00889 0.16138 -0.82706 0.205
H 3.38325 -0.99994 1.33861 0.214
H 1.91004 -0.52527 2.10515 0.258
```

Results
* HOMO-LUMO gap (spin up / spin down): 0.3165 / 0.2424 hartree
* LUMO (spin up / spin down): -4.833 / -5.771 eV
* E_HOMO (spin up / spin down): -13.45 / -12.37 eV
* energy relative to the best compared isomer or geometry (same formula, charge and spin): 135.03 kcal/mol
* charge: +1
* 2S+1: 1

(5)
Density functional theory data (ωB97M-V/def2-TZVPD) for a structure of composition C16H36BF6FeO11S5.

XYZ file:
```
76
Properties=species:S:1:pos:R:3:lowdin_spin:R:1
Fe -1.13877 0.14016 -0.10266 3.781
B 2.12124 -1.01135 -0.69332 0.001
F 2.29232 -0.43045 -1.92915 0.000
F 0.65942 -1.18691 -0.31859 0.024
F 2.71653 -2.23838 -0.69343 0.001
F 2.73068 -0.15341 0.27068 0.000
C 2.16485 -5.43084 0.41466 0.000
C 1.41535 -4.75576 1.57903 0.000
O 0.18558 -4.44768 1.05058 0.000
C 0.16119 -4.55589 -0.26894 0.000
O -0.76993 -4.36360 -0.93161 0.000
O 1.33156 -5.03012 -0.72845 0.000
F 2.10088 -3.57621 1.91994 0.000
H 2.22367 -6.50098 0.32805 0.000
H 3.16113 -5.06816 0.27233 0.000
H 1.40908 -5.30163 2.45372 0.000
C 5.30016 1.17631 -0.49359 0.000
C 5.65566 1.30072 0.95606 0.000
O 4.81025 2.28278 1.46034 0.000
C 4.19745 2.92194 0.44163 0.000
O 3.52347 3.92864 0.54954 0.000
O 4.42548 2.34566 -0.74212 0.000
F 6.93207 1.82001 1.16321 0.000
H 4.69757 0.29758 -0.68486 0.000
H 6.11544 1.14753 -1.25660 0.000
H 5.57006 0.40423 1.53653 0.000
C -1.22608 -2.46493 -3.84589 0.003
S -1.96293 -0.91720 -3.19708 0.012
O -1.77200 -0.97421 -1.70242 0.039
C -0.74512 0.25484 -3.74995 0.001
H -1.81582 -3.30550 -3.44662 0.000
H -0.24663 -2.55982 -3.40647 0.000
H -1.23617 -2.47266 -4.92739 0.000
H 0.10658 0.12373 -3.15872 0.000
H -1.11688 1.25768 -3.62085 0.000
H -0.39110 0.10058 -4.73636 0.000
C -3.64891 -3.10335 2.43758 0.002
S -2.73513 -1.60393 2.58189 0.007
O -2.14619 -1.23247 1.26080 0.020
C -4.07466 -0.34423 2.71009 0.000
H -4.45377 -2.99785 1.68918 0.000
H -4.20774 -3.25592 3.29222 0.000
H -3.09335 -3.97600 2.24056 0.000
H -4.93907 -0.67999 3.30749 0.000
H -4.34984 -0.22657 1.68191 0.000
H -3.72410 0.62694 3.07314 0.000
C 0.61279 4.22504 -0.73250 0.001
S 1.04239 2.52509 -0.91775 0.004
O -0.24012 1.79681 -1.26065 0.028
C 1.71956 2.52176 -2.58567 0.002
H 1.47476 4.87454 -0.80821 0.000
H 0.12034 4.39580 0.18161 0.000
H -0.03408 4.58187 -1.59489 0.000
H 2.63481 3.09339 -2.74916 0.000
H 0.94795 3.10148 -3.17156 0.000
H 1.88383 1.53195 -2.96628 0.000
C -4.17425 3.16556 -1.53888 0.000
S -4.39990 1.56638 -0.62990 0.004
O -3.06368 1.37450 0.06958 0.021
C -5.49344 2.26475 0.68685 0.002
H -3.51941 2.94045 -2.43078 0.000
H -3.70318 3.88237 -0.82238 0.000
H -5.21453 3.41539 -1.77629 0.000
H -6.25875 2.86099 0.16160 0.000
H -4.86977 2.70789 1.39598 0.000
H -6.16788 1.55169 1.18703 0.000
C 1.71286 1.69543 2.90333 0.002
S 0.08853 0.90174 2.85534 0.008
O -0.49043 1.38046 1.50339 0.036
C 0.74482 -0.77735 2.65528 0.001
H 1.49762 2.77299 3.04586 0.000
H 2.07411 1.72139 1.84473 0.000
H 2.38657 1.22601 3.55726 0.000
H 1.60665 -0.77727 2.03762 0.000
H -0.05971 -1.33404 2.16860 0.000
H 0.92806 -1.15034 3.69477 0.000
```

Results
* HOMO-LUMO gap (spin up / spin down): 0.3617 / 0.3320 hartree
* LUMO (spin up / spin down): -1.816 / -1.821 eV
* E_HOMO (spin up / spin down): -11.66 / -10.85 eV
* charge: +1
* 2S+1: 5

(6)
Density functional theory data (ωB97M-V/def2-TZVPD) for a cluster of 2 separate species, C4H9NO in total.

XYZ file:
```
15
Properties=species:S:1:pos:R:3:mulliken_charge:R:1
C 0.80974 1.30075 -0.08704 -1.066
C -0.10218 0.26857 -0.21112 1.028
C 0.00532 -0.83853 -1.23881 -0.476
O -1.04684 -1.75871 -1.16793 -0.523
C -0.75085 0.04961 1.14867 -0.516
N -1.51362 0.65586 0.20822 -0.469
H 1.97955 -1.00203 1.59505 0.111
H 1.78781 1.24329 -0.55810 0.281
H 0.61128 2.14474 0.56358 0.298
H 0.06949 -0.36590 -2.23220 0.278
H 0.93813 -1.38753 -1.06878 0.237
H -1.84301 -1.24966 -0.95673 0.327
H -0.49431 0.55232 2.08863 0.333
H 1.28309 -1.27031 1.61586 -0.112
H -1.73360 1.65754 0.30070 0.269
```

Results
* HOMO-LUMO gap (spin up / spin down): 0.3016 / 0.2967 hartree
* LUMO (spin up / spin down): 0.145 / 0.019 eV
* E_HOMO (spin up / spin down): -8.06 / -8.06 eV
* energy relative to the best compared isomer or geometry (same formula, charge and spin): 140.88 kcal/mol
* 2S+1: 1

(7)
Density functional theory data (ωB97M-V/def2-TZVPD) for a structure of composition C11H7F5N9O2Ru.

XYZ file:
```
35
Properties=species:S:1:pos:R:3:lowdin_spin:R:1
Ru 0.46280 -0.16359 0.13096 0.893
N 2.63624 2.32777 -0.92510 0.004
C 3.23395 1.28611 -0.24563 0.003
N 4.52535 1.26500 0.06258 0.000
N 4.68910 0.06306 0.65688 0.004
N 3.57333 -0.58356 0.69631 0.000
N 2.61170 0.18302 0.12483 0.008
C 1.34151 2.40587 -1.37919 0.008
N 0.91607 3.45665 -2.06221 0.001
N -0.38953 3.18810 -2.30192 0.006
N -0.73183 2.06638 -1.80067 -0.001
N 0.35655 1.50422 -1.19446 0.019
H 3.21193 3.13127 -1.10271 0.000
C -4.45343 0.04739 0.07081 0.001
C -3.74179 -0.39255 -1.04286 -0.001
C -2.36263 -0.46679 -1.00225 -0.001
C -1.60259 -0.12755 0.12703 -0.013
C -2.34763 0.31767 1.22764 0.001
C -3.73959 0.40622 1.20323 0.000
H -5.53604 0.11790 0.04779 0.000
H -4.27123 -0.66724 -1.95052 0.000
H -1.83615 -0.79636 -1.89507 0.000
H -1.83969 0.61993 2.13484 0.000
H -4.26550 0.76626 2.08359 0.000
O 0.99699 1.24670 2.58071 0.017
C 0.83660 0.05504 2.83690 0.006
O 0.39670 -0.82080 2.01624 0.042
H 1.08138 -0.33114 3.84320 0.000
F -0.84921 -2.75052 0.03380 -0.003
C 0.23626 -2.08457 -0.46275 -0.004
F 0.08544 -2.11462 -1.84792 0.009
C 1.41804 -3.04611 -0.21212 0.000
F 1.86562 -3.00135 1.03457 0.001
F 1.05330 -4.33222 -0.45058 0.000
F 2.43799 -2.77557 -1.03596 0.001
```

Results
* HOMO-LUMO gap (spin up / spin down): 0.2857 / 0.2834 hartree
* LUMO (spin up / spin down): 5.478 / 5.478 eV
* E_HOMO (spin up / spin down): -2.30 / -2.23 eV
* energy relative to the best compared isomer or geometry (same formula, charge and spin): 13.89 kcal/mol
* charge: -2
* 2S+1: 2

(8)
Density functional theory data (ωB97M-V/def2-TZVPD) for a cluster of 2 separate species, C4H12O in total.

XYZ file:
```
17
Properties=species:S:1:pos:R:3:mulliken_charge:R:1
C -0.23018 -2.53058 -1.19719 -0.991
C 1.16690 -1.95923 -1.16969 -0.152
O 1.29001 -0.86596 -0.25172 -0.522
H -0.36973 -3.27156 -0.40458 0.304
H -0.45888 -3.08027 -2.11217 0.340
H -1.03389 -1.80416 -1.10745 0.259
H 1.92298 -2.69269 -0.88850 0.234
H 1.36703 -1.46534 -2.10043 0.251
H 1.05254 -0.97751 0.67416 0.274
C -0.99584 2.20430 0.41694 -0.749
C -0.19455 2.39808 1.74936 -0.756
H -1.75151 2.98200 0.41947 0.334
H -0.31917 2.42102 -0.39971 0.244
H -1.42291 1.21545 0.28822 0.180
H 0.18047 1.46182 2.15555 0.225
H -0.82313 2.92845 2.45753 0.285
H 0.61988 3.03617 1.47022 0.241
```

Results
* HOMO-LUMO gap: 0.4172 hartree
* LUMO: 1.013 eV
* E_HOMO: -10.34 eV
* energy relative to the best compared isomer or geometry (same formula, charge and spin): 18.12 kcal/mol
* 2S+1: 1

Number 1: F_max 0.0875 Eh/bohr. Number 2: F_max 0.1465 Eh/bohr. Number 3: F_max 0.0251 Eh/bohr. Number 4: F_max 0.0981 Eh/bohr. Number 5: F_max 0.0682 Eh/bohr. Number 6: F_max 0.0077 Eh/bohr. Number 7: F_max 0.0200 Eh/bohr. Number 8: F_max 0.0322 Eh/bohr.